[1]
Computed, not measured: a 3-piece molecular cluster, C5H9FN2O2 overall at a distorted geometry, with wB97M-V/def2-TZVPD.

Output
* highest occupied orbital energy: -9.67 eV
* molar mass: 148.1 g mol⁻¹
* SMILES: CN=C1CNC1.O=C=O.F
* electronic energy: -555.7389 a.u.
* LUMO energy: 0.022 Eh
* ΔE to the lowest compared entry with this formula, charge and spin: 10.28 kJ/mol
* F_max: 3.2 eV/A

Structure (XYZ):
```
19
Properties=species:S:1:pos:R:3:nbo_charge:R:1
C 2.12414 0.80115 -0.86988 -0.442
N 0.74578 0.42898 -1.10326 -0.407
C -0.09659 0.27019 -0.23303 0.330
C -0.27013 0.25940 1.27074 -0.310
N -1.63680 -0.36445 1.10002 -0.646
C -1.69335 -0.12049 -0.37394 -0.291
H 2.45509 0.38279 0.05876 0.184
H 2.83097 0.42832 -1.61781 0.212
H 2.29274 1.92657 -0.91418 0.212
H 0.37146 -0.29978 1.89418 0.222
H -0.49083 1.29988 1.74456 0.203
H -2.26620 0.13177 1.73185 0.376
H -2.32221 0.61169 -0.85968 0.208
H -2.12634 -0.98552 -0.88570 0.221
O 0.18827 -2.51729 -3.44775 -0.504
C -0.82603 -1.97770 -3.42221 1.031
O -1.83141 -1.43137 -3.30154 -0.526
F -1.55700 -2.91109 1.74687 -0.627
H -1.70596 -1.96092 1.57050 0.554
```

---

[2]
Computed, not measured: C5H9FO as an isolated structure at a distorted geometry, with wB97M-V/def2-TZVPD.

Output
* highest occupied orbital energy: -11.13 eV
* molar mass: 104.1 g mol⁻¹
* electronic energy: -370.9377 a.u.
* LUMO energy: 0.030 Eh
* ΔE to the lowest compared entry with this formula, charge and spin: 199.07 kJ/mol
* F_max: 5.6 eV/A

Structure (XYZ):
```
16
Properties=species:S:1:pos:R:3:nbo_charge:R:1
C 0.15610 0.33683 -0.46308 0.184
C 0.31026 -0.41150 0.72658 0.623
C 0.49654 1.81099 -0.50643 -0.640
C -0.71180 -0.15657 -1.58430 -0.634
C -0.24949 -1.52927 1.58413 -0.662
O 1.26497 -0.58100 -0.13688 -0.454
F 0.82453 0.53663 2.04222 -0.535
H 0.97536 1.91332 -1.49343 0.219
H 1.30498 1.95591 0.31775 0.270
H -0.50667 2.27858 -0.33682 0.230
H -0.33959 -0.05893 -2.61159 0.235
H -1.64356 0.38438 -1.34808 0.226
H -0.82318 -1.26200 -1.37894 0.218
H 0.57327 -1.96707 2.19188 0.255
H -0.55826 -2.26906 0.81216 0.216
H -1.07346 -0.98125 2.18483 0.251
```

---

[3]
Computed, not measured: one molecule with the formula C5H9FO4S at a distorted geometry, with wB97M-V/def2-TZVPD.

Output
* highest occupied orbital energy (alpha / beta): -7.11 / -8.07 eV
* molar mass: 184.2 g mol⁻¹
* electronic energy: -994.7351 a.u.
* LUMO energy (alpha / beta): 0.003 / 0.021 Eh
* F_max: 5.4 eV/A

Structure (XYZ):
```
20
Properties=species:S:1:pos:R:3:nbo_charge:R:1
C -0.11744 -0.04200 1.48127 0.148
C 0.30091 -0.38079 0.09481 -0.039
C -0.75835 1.24961 -1.19569 -0.121
C -1.36316 1.95077 -0.01871 0.569
C 1.64774 -1.22810 -0.04844 -0.047
O 0.42688 0.51995 -0.99505 -0.513
O -1.04183 -0.64028 2.18894 -0.624
O -0.83169 3.17899 0.22876 -0.721
O 1.46899 -2.31345 0.76250 -0.726
F -2.74168 1.97816 0.15226 -0.356
S -2.03920 0.24044 -2.10830 -0.054
H 0.44914 0.80914 1.99289 0.186
H -0.46299 -1.08842 -0.24455 0.171
H -0.27009 2.13756 -1.89664 0.232
H 2.66493 -0.72286 0.29366 0.147
H 1.87072 -1.30607 -1.13831 0.175
H -1.55669 -1.21514 1.56943 0.485
H -1.36585 3.92202 -0.12277 0.484
H 2.30378 -2.83063 0.91371 0.484
H -1.55764 0.47962 -3.26745 0.122
```

---

[4]
Computed, not measured: C5H9GaO4 as an isolated structure at a distorted geometry, with wB97M-V/def2-TZVPD.

Output
* charge: +1
* highest occupied orbital energy (alpha / beta): -14.11 / -14.12 eV
* molar mass: 202.8 g mol⁻¹
* electronic energy: -2421.3441 a.u.
* spin multiplicity: 2
* LUMO energy (alpha / beta): -0.173 / -0.242 Eh
* F_max: 2.3 eV/A

Structure (XYZ):
```
19
Properties=species:S:1:pos:R:3:nbo_charge:R:1
O 1.55981 1.19227 0.15142 -0.681
C 2.75995 0.86641 0.01066 0.395
C 3.15866 -0.32342 -0.66007 -0.233
H 3.53511 1.52172 0.43735 0.218
H 3.88604 -0.98851 -0.19322 0.251
H 2.77427 -0.51053 -1.67090 0.249
O 0.64810 -1.53702 -0.75523 -0.875
O -1.35489 1.37983 -0.69814 -0.865
C -2.51907 0.77632 -0.24742 -0.097
C -2.41300 -0.74754 -0.28603 -0.120
O -1.24595 -1.12668 0.44662 -0.591
C -0.39063 -2.15304 -0.13597 0.219
Ga 0.06377 0.24668 -0.34164 1.965
H -3.39941 1.05618 -0.85907 0.210
H -2.75801 1.07535 0.79371 0.180
H -2.30578 -1.08088 -1.33360 0.194
H -3.30246 -1.23019 0.15062 0.226
H -0.07380 -2.77422 0.72084 0.180
H -1.01566 -2.76642 -0.81404 0.172
```

---

[5]
Computed, not measured: C5H9GdO3 as an isolated structure at a distorted geometry, with wB97M-V/def2-TZVPD.

Output
* charge: +1
* highest occupied orbital energy (alpha / beta): -11.84 / -11.85 eV
* molar mass: 274.4 g mol⁻¹
* electronic energy: -1186.9001 a.u.
* spin multiplicity: 9
* LUMO energy (alpha / beta): -0.191 / -0.229 Eh
* ΔE to the lowest compared entry with this formula, charge and spin: 97.11 kJ/mol
* F_max: 4.9 eV/A

Structure (XYZ):
```
18
Properties=species:S:1:pos:R:3:lowdin_spin:R:1
H 0.83956 4.12122 1.60469 0.021
C 1.49452 3.89059 5.79364 0.000
O 1.76861 4.10030 4.43421 0.000
C 0.86899 4.99498 3.82020 0.006
C 1.16156 5.09423 2.34667 0.041
H 2.22755 3.17157 6.17940 0.000
H 1.57417 4.82993 6.36749 0.000
H 0.48009 3.47780 5.93771 0.000
H 0.94810 5.98810 4.30167 0.003
H -0.16855 4.64457 3.98336 0.001
H 2.22850 5.27798 2.16319 0.001
H 0.65416 5.96934 1.92004 0.001
O -0.92954 2.38950 -0.50154 0.256
C 0.28924 2.54153 -0.02142 0.831
C 1.35784 1.83642 -0.46248 0.365
O 1.16104 0.77548 -1.30997 0.169
Gd -0.86636 0.82845 -1.96398 6.296
H 2.37735 2.05150 -0.13160 0.010
```

---

[6]
Computed, not measured: an isolated ion of composition C5H9IN and charge +1 at a distorted geometry, with wB97M-V/def2-TZVPD.

Output
* charge: +1
* highest occupied orbital energy: -11.13 eV
* molar mass: 210.0 g mol⁻¹
* electronic energy: -547.8947 a.u.
* LUMO energy: -0.197 Eh
* ΔE to the lowest compared entry with this formula, charge and spin: 510.97 kJ/mol
* F_max: 3.7 eV/A

Structure (XYZ):
```
16
Properties=species:S:1:pos:R:3:nbo_charge:R:1
C 1.10775 -0.69629 -0.84221 -0.465
C 2.31609 -0.43647 -1.28776 -0.280
C 0.50118 -0.76641 0.57427 -0.416
C -1.03201 -0.27340 0.50477 -0.523
C -1.33305 1.11669 0.18472 0.351
N -2.39518 1.45496 -0.51479 -0.608
I 3.86745 0.11406 0.13250 0.433
H 0.25819 -0.78038 -1.61267 0.226
H 0.53752 -1.82879 1.00769 0.261
H 0.98396 0.05882 1.13753 0.213
H -1.69018 -0.83122 -0.32514 0.218
H -1.43268 -0.58508 1.55990 0.320
H -0.76472 1.81113 0.77070 0.230
H 4.53102 0.80609 -1.29907 0.163
H -2.79455 2.36376 -0.45957 0.448
H -2.92378 0.61648 -0.68787 0.429
```